ORCA calculation (ωB97M-V/def2-TZVPD) on a 2-piece molecular cluster, C3H10N2 overall at a distorted geometry.

Each line ends with the Mulliken charge.
Atoms and positions in Å:
C1 -2.79379 -0.16417 0.43868  -0.34
N1 -2.38414 0.81682 -0.24343  -0.41
H1 -3.71593 -0.64043 0.08404  0.26
H2 -2.10429 -0.47468 1.21599  0.29
H3 -2.72021 1.02005 -1.17599  0.21
C2 0.84789 -1.16550 0.24162  -0.69
N2 1.82640 -0.34296 -0.42721  -0.40
C3 1.70517 1.10107 -0.40354  -0.73
H4 1.18687 -2.18441 0.39379  0.32
H5 -0.17546 -1.13213 -0.13571  0.18
H6 0.69966 -0.76464 1.27158  0.28
H7 2.69468 -0.48900 0.08380  0.24
H8 0.64942 1.25380 -0.68944  0.27
H9 1.97916 1.59983 0.53975  0.26
H10 2.30459 1.56634 -1.19394  0.26

Properties
- E_HOMO (eV) = -8.535
- energy above the lowest of the compared OMol25 structures with the same formula, charge and spin (kJ/mol) = 206.63
- 2S+1 = 1
- E_LUMO (eV) = 1.15
- HOMO-LUMO gap (eV) = 9.7
- SMILES string = C=N.CNC
- strongest force on any atom (eV/Å) = 2.5
- energy (eV) = -6251.2868